# 1
A structure of composition C27H86N4O15 at a distorted geometry. Source: OMol25; level of theory: ωB97M-V/def2-TZVPD.

The calculation puts the LUMO energy at 0.2 eV. The HOMO-LUMO gap comes out at 9.19 eV. The molar mass comes out at 707.00 Da. The calculation puts the calculated total energy at -66055.51635 eV. Its strongest force on any atom is 7.6 eV/Å. The calculation puts the energy above the lowest of the compared OMol25 structures with the same formula, charge and spin at 0.00 kcal/mol.

Positions of all 132 atoms, in Å:
C: 0.021 -2.280 -4.206
O: -1.013 -2.329 -5.195
H: 0.622 -1.380 -4.263
H: -0.374 -2.314 -3.181
H: 0.590 -3.213 -4.224
H: -1.385 -3.208 -5.079
C: -4.427 4.451 -2.381
O: -3.121 4.586 -1.816
H: -4.416 5.219 -3.155
H: -4.517 3.492 -2.894
H: -5.244 4.649 -1.687
H: -3.001 3.904 -1.126
C: -0.155 4.537 -0.610
O: 1.263 4.490 -0.481
H: -0.500 5.503 -0.981
H: -0.469 3.833 -1.381
H: -0.657 4.263 0.320
H: 1.592 5.348 -0.202
C: 2.590 4.356 2.470
O: 2.726 4.758 3.828
H: 3.210 4.971 1.812
H: 2.802 3.309 2.252
H: 1.561 4.561 2.157
H: 2.842 3.946 4.329
C: 3.280 -1.095 3.778
O: 3.534 -1.597 2.493
H: 2.798 -0.111 3.787
H: 2.759 -1.826 4.408
H: 4.215 -0.932 4.326
H: 2.701 -1.504 1.979
C: 2.654 2.371 -2.890
O: 3.316 2.729 -1.679
H: 2.647 3.202 -3.597
H: 3.049 1.494 -3.401
H: 1.626 2.067 -2.674
H: 2.727 3.391 -1.287
C: -0.806 3.362 3.375
O: -2.091 3.840 2.998
H: -0.209 3.962 4.071
H: -0.961 2.407 3.887
H: -0.202 3.266 2.475
H: -2.692 3.755 3.743
C: -1.834 0.726 -6.411
O: -3.115 0.697 -7.018
H: -1.018 0.879 -7.113
H: -1.718 1.442 -5.591
H: -1.766 -0.272 -5.964
H: -3.733 0.177 -6.504
C: 1.892 -1.158 -4.079
O: 0.956 -0.120 -4.260
H: 1.918 -1.859 -4.923
H: 2.921 -0.783 -4.061
H: 1.671 -1.782 -3.218
H: 0.937 0.153 -5.180
C: -3.814 0.493 1.271
C: -4.145 1.863 0.635
C: -4.973 2.815 1.478
O: -6.207 2.153 1.729
C: -6.791 2.487 2.961
N: -2.844 2.545 0.311
H: -3.185 -0.159 0.660
H: -4.780 -0.031 1.297
H: -3.399 0.438 2.279
H: -4.599 1.587 -0.319
H: -5.105 3.761 0.947
H: -4.428 3.022 2.400
H: -7.605 1.792 3.160
H: -7.155 3.515 3.057
H: -6.067 2.359 3.778
H: -2.499 2.957 1.183
H: -2.228 1.752 0.146
C: 1.234 1.196 0.965
C: 0.424 -0.003 0.564
C: 0.104 -0.025 -0.913
O: -0.980 0.878 -1.173
C: -1.411 1.089 -2.500
N: 1.094 -1.244 1.008
H: 1.308 1.215 2.057
H: 0.753 2.118 0.617
H: 2.244 1.286 0.562
H: -0.516 -0.043 1.138
H: -0.148 -1.009 -1.328
H: 0.905 0.423 -1.512
H: -2.357 1.626 -2.488
H: -1.503 0.105 -2.973
H: -0.668 1.651 -3.073
H: 0.554 -1.994 0.575
H: 0.828 -1.376 1.991
C: 0.547 -5.288 -1.475
C: 1.178 -5.830 -0.196
C: 2.143 -4.877 0.473
O: 3.292 -4.658 -0.307
C: 4.191 -3.702 0.183
N: 0.106 -6.247 0.722
H: -0.036 -4.397 -1.218
H: -0.208 -5.945 -1.911
H: 1.323 -4.981 -2.174
H: 1.714 -6.753 -0.458
H: 2.498 -5.285 1.431
H: 1.655 -3.934 0.742
H: 4.298 -3.738 1.273
H: 3.974 -2.668 -0.095
H: 5.172 -3.946 -0.228
H: 0.409 -6.877 1.451
H: -0.588 -6.701 0.143
C: -2.774 -4.144 2.449
C: -1.809 -2.968 2.227
C: -0.858 -2.804 3.396
O: -0.318 -1.510 3.516
C: -1.167 -0.536 4.088
N: -1.040 -3.210 0.990
H: -3.353 -3.921 3.352
H: -2.280 -5.102 2.618
H: -3.447 -4.246 1.599
H: -2.439 -2.085 2.100
H: 0.006 -3.472 3.282
H: -1.240 -3.200 4.347
H: -0.574 0.252 4.545
H: -1.720 -1.005 4.912
H: -1.929 -0.146 3.412
H: -1.668 -3.140 0.193
H: -0.726 -4.183 0.934
C: 5.012 0.080 -0.237
C: 6.391 -0.246 0.340
O: 7.112 -1.238 -0.335
O: 5.213 0.794 -1.437
H: 4.574 0.649 0.592
H: 4.435 -0.835 -0.392
H: 6.312 -0.558 1.383
H: 6.907 0.724 0.397
H: 7.250 -1.022 -1.261
H: 4.419 1.330 -1.631

---

# 2
A cluster of 22 separate species, C27H98O22 in total at a distorted geometry. Source: OMol25; level of theory: ωB97M-V/def2-TZVPD.

The calculation puts the LUMO energy at 0.3 eV. The HOMO-LUMO gap comes out at 9.79 eV. The molar mass comes out at 775.06 Da. The calculation puts the calculated total energy at -74635.18613 eV. Its strongest force on any atom is 2.8 eV/Å.

Positions of all 147 atoms, in Å:
O: -0.115 2.173 3.577
H: 0.593 1.954 4.163
H: -0.345 3.104 3.591
O: 3.127 3.782 -1.213
H: 3.848 3.222 -0.995
H: 2.609 3.854 -0.398
O: 3.917 0.726 0.511
H: 3.170 1.334 0.664
H: 4.506 1.196 -0.183
O: -0.948 4.439 3.080
H: -0.599 5.310 2.961
H: -1.869 4.485 2.789
O: -1.925 1.025 1.356
H: -1.404 1.342 2.088
H: -1.339 0.448 0.887
O: 1.865 -4.350 2.417
H: 0.999 -4.589 2.847
H: 2.152 -5.106 1.861
O: 0.106 -0.971 6.096
H: -0.051 -0.034 6.142
H: -0.298 -1.183 5.257
O: 1.584 -1.782 1.310
H: 1.572 -2.687 1.680
H: 2.110 -1.298 2.000
O: 1.537 2.232 1.002
H: 1.072 1.664 0.345
H: 0.874 2.472 1.659
O: -0.626 -1.158 3.334
H: 0.084 -1.415 2.717
H: -1.409 -0.907 2.831
O: -0.050 -0.034 -0.554
H: 0.584 -0.629 -0.077
H: 0.116 -0.176 -1.517
O: 3.426 -1.246 -1.233
H: 3.589 -0.460 -0.658
H: 2.946 -1.844 -0.622
C: -4.229 -1.299 0.889
C: -3.805 -0.700 -0.412
C: -4.261 -1.503 -1.634
O: -4.260 0.659 -0.563
H: -5.332 -1.364 0.901
H: -3.954 -0.650 1.706
H: -3.782 -2.301 1.103
H: -2.716 -0.696 -0.575
H: -4.042 -2.581 -1.505
H: -3.797 -1.070 -2.507
H: -5.379 -1.459 -1.720
H: -3.811 1.209 0.096
C: -4.034 4.008 1.413
C: -4.562 3.472 2.750
C: -5.064 2.027 2.672
O: -3.477 3.543 3.685
H: -3.668 5.028 1.458
H: -4.769 3.804 0.630
H: -3.178 3.329 1.169
H: -5.364 4.206 3.038
H: -5.615 1.874 1.746
H: -5.732 1.765 3.471
H: -4.218 1.278 2.648
H: -3.815 3.198 4.567
C: 4.134 1.734 -3.522
C: 5.603 2.110 -3.201
C: 5.976 3.540 -3.717
O: 5.545 2.026 -1.778
H: 4.001 1.521 -4.547
H: 3.542 2.647 -3.266
H: 3.729 1.006 -2.877
H: 6.327 1.346 -3.465
H: 6.160 3.438 -4.772
H: 6.894 3.890 -3.219
H: 5.196 4.294 -3.550
H: 6.387 2.312 -1.434
C: -2.334 -2.035 -6.836
C: -2.462 -2.337 -5.341
C: -3.499 -3.418 -5.083
O: -1.141 -2.787 -4.981
H: -1.779 -2.833 -7.326
H: -1.802 -1.116 -7.017
H: -3.338 -1.918 -7.337
H: -2.689 -1.325 -4.911
H: -3.660 -3.726 -4.071
H: -3.183 -4.287 -5.618
H: -4.480 -3.120 -5.447
H: -1.163 -3.209 -4.073
C: -1.098 1.761 -4.447
C: -1.774 1.402 -3.149
C: -1.387 2.416 -2.078
O: -3.171 1.460 -3.333
H: -1.571 1.242 -5.285
H: -0.060 1.490 -4.433
H: -1.229 2.796 -4.598
H: -1.484 0.396 -2.842
H: -1.886 3.357 -2.366
H: -0.276 2.613 -2.092
H: -1.690 2.079 -1.058
H: -3.586 1.431 -2.453
C: 0.057 -6.473 5.005
C: -0.255 -4.996 5.210
C: 0.920 -4.335 5.949
O: -0.453 -4.433 3.927
H: 1.007 -6.723 4.506
H: -0.767 -7.036 4.538
H: 0.158 -6.921 6.029
H: -1.160 -4.918 5.816
H: 0.790 -3.227 6.003
H: 1.850 -4.611 5.503
H: 1.113 -4.719 6.938
H: -0.418 -3.451 3.965
C: 4.073 -1.414 3.967
C: 3.389 -0.054 4.279
C: 4.481 0.998 3.915
O: 2.203 0.090 3.531
H: 4.579 -1.419 3.006
H: 3.364 -2.184 3.923
H: 4.754 -1.740 4.779
H: 2.998 0.079 5.301
H: 4.551 1.043 2.819
H: 5.388 0.583 4.278
H: 4.355 2.055 4.213
H: 2.238 0.699 2.773
C: -0.506 5.443 -0.104
C: -0.008 6.841 0.123
O: -0.769 7.434 1.169
H: -0.182 5.032 -1.065
H: -1.607 5.526 -0.047
H: -0.311 4.719 0.646
H: -0.083 7.467 -0.775
H: 1.065 6.908 0.372
H: -0.678 8.378 1.116
C: -1.363 -5.462 -1.163
C: -0.638 -4.117 -1.075
O: -0.244 -3.696 -2.369
H: -1.757 -5.801 -0.195
H: -0.799 -6.213 -1.670
H: -2.211 -5.260 -1.834
H: 0.247 -4.157 -0.406
H: -1.361 -3.436 -0.555
H: 0.205 -2.840 -2.323
C: 2.079 -2.305 -4.948
C: 1.549 -1.015 -4.320
O: 1.187 -1.198 -2.926
H: 2.435 -2.060 -5.977
H: 1.391 -3.153 -4.999
H: 2.943 -2.584 -4.376
H: 0.616 -0.707 -4.781
H: 2.263 -0.252 -4.448
H: 2.029 -1.254 -2.464

---

# 3
A structure of composition C28H12Cl96N2PS at a distorted geometry. Source: OMol25; level of theory: ωB97M-V/def2-TZVPD.

The calculation puts the LUMO energy at -3.3 eV. The HOMO-LUMO gap comes out at 8.13 eV. As for the charge: +1. The molar mass comes out at 3842.95 Da. The calculation puts the calculated total energy at -1254468.34078 eV. Its strongest force on any atom is 5.0 eV/Å.

Positions of all 140 atoms, in Å:
S: -5.024 -7.724 3.019
P: -5.771 -5.895 3.186
C: -6.851 -5.626 1.586
C: -8.235 -6.502 1.598
N: -9.442 -5.797 2.175
C: -9.106 -4.465 2.808
C: -8.352 -3.561 1.661
N: -7.019 -4.157 1.267
H: -6.513 -5.696 4.405
H: -4.632 -5.001 3.030
H: -6.181 -6.078 0.708
H: -8.429 -6.853 0.490
H: -8.033 -7.466 2.271
H: -9.996 -6.410 2.828
H: -8.472 -4.655 3.779
H: -10.151 -3.965 3.094
H: -8.264 -2.461 2.097
H: -8.994 -3.488 0.665
H: -6.791 -3.946 0.250
H: -6.276 -3.639 1.824
C: -10.051 -10.294 0.913
Cl: -8.392 -9.781 0.511
Cl: -10.721 -9.212 2.160
Cl: -11.067 -10.216 -0.549
Cl: -10.023 -11.965 1.529
C: -6.467 -0.950 -0.963
Cl: -7.887 -0.468 -0.001
Cl: -6.831 -2.453 -1.848
Cl: -6.070 0.342 -2.125
Cl: -5.079 -1.220 0.121
C: -8.267 -4.850 -5.013
Cl: -9.229 -3.402 -5.402
Cl: -7.015 -5.083 -6.260
Cl: -7.490 -4.637 -3.424
Cl: -9.333 -6.277 -4.967
C: -1.967 0.979 1.629
Cl: -0.308 1.491 1.228
Cl: -2.637 2.061 2.877
Cl: -2.983 1.056 0.168
Cl: -1.939 -0.693 2.246
C: -4.367 -3.184 5.830
Cl: -5.037 -3.597 7.428
Cl: -2.678 -2.647 6.015
Cl: -4.422 -4.618 4.774
Cl: -5.330 -1.873 5.102
C: -3.167 -6.350 -1.404
Cl: -2.110 -4.916 -1.389
Cl: -4.506 -6.089 -2.549
Cl: -2.225 -7.777 -1.907
Cl: -3.826 -6.620 0.229
C: 1.633 -2.120 3.966
Cl: 1.566 -0.396 3.523
Cl: 0.033 -2.647 4.546
Cl: 2.094 -3.083 2.539
Cl: 2.839 -2.356 5.256
C: 5.233 0.961 3.203
Cl: 4.486 -0.510 2.533
Cl: 5.255 2.236 1.957
Cl: 4.290 1.520 4.607
Cl: 6.901 0.601 3.713
C: -10.667 -0.113 2.753
Cl: -12.087 0.368 3.714
Cl: -11.031 -1.617 1.868
Cl: -10.270 1.178 1.591
Cl: -9.279 -0.384 3.837
C: 6.013 6.505 0.786
Cl: 7.671 7.017 0.384
Cl: 5.343 7.586 2.033
Cl: 4.997 6.582 -0.675
Cl: 6.041 4.833 1.402
C: -1.187 -8.881 -6.071
Cl: -1.010 -10.310 -5.022
Cl: 0.419 -8.183 -6.400
Cl: -1.951 -9.363 -7.607
Cl: -2.207 -7.668 -5.256
C: -1.487 -10.101 3.109
Cl: -1.949 -9.464 1.510
Cl: -0.134 -11.245 2.925
Cl: -0.987 -8.754 4.163
Cl: -2.879 -10.940 3.838
C: 10.513 9.699 -1.129
Cl: 11.395 11.172 -1.603
Cl: 11.536 8.715 -0.052
Cl: 9.016 10.152 -0.275
Cl: 10.104 8.757 -2.584
C: 11.713 14.728 -3.617
Cl: 11.646 16.453 -4.060
Cl: 10.113 14.202 -3.037
Cl: 12.174 13.766 -5.044
Cl: 12.919 14.493 -2.327
C: 6.313 15.778 -2.600
Cl: 7.971 16.291 -3.002
Cl: 5.643 16.860 -1.353
Cl: 5.297 15.856 -4.062
Cl: 6.341 14.107 -1.984
C: 16.513 14.452 0.368
Cl: 14.999 14.462 -0.571
Cl: 16.324 15.482 1.810
Cl: 16.887 12.785 0.875
Cl: 17.842 15.079 -0.640
C: -11.087 -0.098 7.538
Cl: -11.758 -0.511 9.137
Cl: -9.398 0.438 7.723
Cl: -11.143 -1.532 6.482
Cl: -12.050 1.213 6.811
C: -8.687 -4.412 8.953
Cl: -8.754 -2.688 8.510
Cl: -10.287 -4.939 9.533
Cl: -8.226 -5.375 7.526
Cl: -7.481 -4.648 10.243
C: 15.013 9.524 -3.252
Cl: 16.506 10.268 -2.625
Cl: 15.404 7.966 -4.023
Cl: 13.875 9.253 -1.908
Cl: 14.267 10.610 -4.452
C: 4.213 -9.076 -6.878
Cl: 3.413 -7.494 -6.697
Cl: 5.062 -9.136 -8.443
Cl: 5.386 -9.303 -5.557
Cl: 2.990 -10.370 -6.816
C: 6.913 -9.076 -12.528
Cl: 7.970 -7.642 -12.513
Cl: 5.573 -8.814 -13.673
Cl: 7.854 -10.502 -13.031
Cl: 6.254 -9.345 -10.895
C: 10.813 13.064 -9.168
Cl: 11.695 14.537 -9.642
Cl: 11.836 12.080 -8.091
Cl: 9.316 13.518 -8.315
Cl: 10.404 12.122 -10.624
C: 14.713 8.656 -8.164
Cl: 16.206 9.400 -7.537
Cl: 15.104 7.098 -8.935
Cl: 13.575 8.385 -6.820
Cl: 13.967 9.742 -9.364
C: -11.687 -4.166 13.191
Cl: -12.435 -5.638 12.521
Cl: -11.665 -2.891 11.946
Cl: -12.630 -3.607 14.596
Cl: -10.019 -4.527 13.702

---

# 4
A structure of composition C28H14Br4NO4RhS. Source: OMol25; level of theory: ωB97M-V/def2-TZVPD.

The calculation puts the LUMO energy at 4.1 eV. The HOMO-LUMO gap comes out at 5.86 eV. As for the charge: -2. The molar mass comes out at 883.01 Da. The calculation puts the calculated total energy at -332959.37202 eV. Its strongest force on any atom is 0.8 eV/Å. The calculation puts the energy above the lowest of the compared OMol25 structures with the same formula, charge and spin at 28.31 kcal/mol.

Positions of all 53 atoms, in Å:
Rh: -0.810 -0.286 0.525
C: 0.652 -0.257 4.414
C: 2.024 -0.070 4.339
C: 2.593 0.227 3.106
C: 1.803 0.322 1.963
C: 0.443 0.028 2.017
C: -0.124 -0.223 3.263
C: 1.725 -1.387 -0.726
C: 2.581 -1.641 -1.893
C: 2.253 -1.252 -3.126
C: 1.000 -0.584 -3.343
C: 0.590 -0.225 -4.632
C: -0.629 0.369 -4.860
C: -1.464 0.593 -3.761
C: -1.077 0.262 -2.482
C: 0.183 -0.320 -2.216
N: 0.580 -0.641 -0.933
H: 0.180 -0.447 5.373
H: 2.643 -0.137 5.226
H: 3.662 0.389 3.020
H: -1.188 -0.427 3.331
H: 3.499 -2.165 -1.660
H: 2.897 -1.446 -3.979
H: 1.264 -0.441 -5.456
H: -0.942 0.639 -5.861
H: -2.444 1.033 -3.902
H: -1.778 0.443 -1.682
O: 3.483 0.830 0.335
C: 2.426 1.120 0.855
O: 2.069 -1.820 0.364
C: 1.877 2.519 0.667
C: 2.899 3.480 0.675
C: 2.652 4.836 0.620
C: 1.329 5.263 0.547
C: 0.312 4.337 0.517
C: 0.539 2.944 0.563
S: -0.930 2.017 0.373
H: 3.917 3.116 0.735
H: 3.470 5.546 0.641
H: 1.090 6.321 0.509
H: -0.717 4.669 0.441
Br: -4.485 -6.271 0.708
C: -4.029 -4.432 0.591
C: -5.012 -3.474 0.418
Br: -6.841 -3.968 0.301
C: -4.645 -2.121 0.331
Br: -5.931 -0.749 0.085
C: -3.319 -1.706 0.410
O: -2.939 -0.462 0.302
C: -2.299 -2.701 0.613
O: -1.064 -2.314 0.728
C: -2.684 -4.041 0.682
Br: -1.286 -5.294 0.924